Entry from OMol25: a cluster of 6 separate species, C32H32N4O4 in total at a distorted geometry (ωB97M-V/def2-TZVPD).

Its frontier orbital gap is 7.69 eV. For the total energy, the calculation gives -1758.17218 hartree. As for the spin multiplicity: 1. As for the charge: 0. As for the structure (SMILES): Oc1ccc(O)cc1.Oc1ccc(O)cc1.c1ccncc1.c1ccncc1.c1ccncc1.c1ccncc1. The calculation puts the energy relative to the best compared isomer or geometry (same formula, charge and spin) at 283.40 kcal/mol.

CARTESIAN COORDINATES (ANGSTROEM)
O (-52.65437, -22.41318, -14.41286)
C (-51.97987, -22.38040, -13.33277)
C (-50.69628, -21.68656, -13.17049)
C (-50.02835, -21.66525, -11.78533)
C (-50.67376, -22.49465, -10.68546)
O (-49.84551, -22.64120, -9.54243)
C (-51.89124, -23.02809, -10.83753)
C (-52.51206, -22.92640, -12.11374)
H (-52.27994, -21.96274, -15.10410)
H (-50.19305, -21.14822, -13.89386)
H (-49.03391, -21.25876, -11.86091)
H (-50.35336, -23.02522, -8.91893)
H (-52.22464, -23.60941, -9.93504)
H (-53.50164, -23.55417, -12.03033)
O (-52.13776, -18.26307, -4.24674)
C (-52.04592, -19.47715, -4.81125)
C (-51.74027, -20.62329, -4.05739)
C (-51.52063, -21.98887, -4.73480)
C (-51.61925, -22.05222, -6.08137)
O (-51.39791, -23.10390, -6.85273)
C (-52.08889, -20.93543, -6.85532)
C (-52.28035, -19.57673, -6.18422)
H (-52.69480, -17.50342, -4.73352)
H (-51.80495, -20.63445, -3.02619)
H (-51.33220, -22.63014, -4.19392)
H (-50.89798, -23.93935, -6.42312)
H (-52.13213, -21.07249, -8.05072)
H (-52.64228, -18.74921, -6.94825)
C (-50.39907, -28.54642, -6.71888)
C (-49.32345, -27.53013, -6.95589)
C (-49.51048, -26.16599, -6.52248)
N (-50.72575, -25.82559, -5.89564)
C (-51.71190, -26.75917, -5.83427)
C (-51.63695, -28.03891, -6.25753)
H (-50.40367, -29.57647, -7.03339)
H (-48.30836, -27.76178, -7.27016)
H (-48.57705, -25.56335, -6.53746)
H (-52.69343, -26.45484, -5.45336)
H (-52.41641, -28.74698, -6.01114)
C (-49.00489, -17.70652, -2.47206)
C (-49.61662, -16.54793, -2.96607)
C (-49.35542, -15.29088, -2.55752)
N (-48.48762, -15.04901, -1.54905)
C (-47.84443, -16.15185, -0.94415)
C (-48.06965, -17.40958, -1.42184)
H (-49.17881, -18.94925, -2.79122)
H (-50.33379, -16.75460, -3.56189)
H (-49.92518, -14.55029, -2.89521)
H (-47.19716, -15.79407, -0.10672)
H (-47.75077, -18.18615, -0.78971)
C (-46.30810, -22.25454, -4.93349)
C (-45.61068, -21.03773, -4.41546)
C (-46.31229, -19.78175, -4.48655)
N (-47.52344, -19.68119, -5.00793)
C (-48.16811, -20.83282, -5.54572)
C (-47.57040, -22.14727, -5.57224)
H (-45.84681, -23.22921, -4.81593)
H (-44.69108, -20.87993, -3.93351)
H (-46.02054, -18.80303, -4.22454)
H (-49.01602, -20.60489, -6.07245)
H (-48.25086, -22.96235, -5.91802)
C (-51.90366, -14.75356, -6.05871)
C (-52.53940, -14.74271, -4.80972)
C (-53.85882, -15.34907, -4.74487)
N (-54.36209, -16.03119, -5.73111)
C (-53.69890, -16.07156, -6.88681)
C (-52.50177, -15.41531, -7.13362)
H (-50.89787, -14.55125, -6.08314)
H (-51.96901, -14.21718, -4.00679)
H (-54.18836, -15.22072, -3.75397)
H (-54.23419, -16.84439, -7.63394)
H (-51.98962, -15.47866, -8.11815)

Forces on atoms 1 to 6 (eV/Å):
-3.78 -2.12 -0.88
3.74 1.21 6.35
-1.17 -2.05 6.04
-4.14 -2.93 -2.75
5.53 3.60 -1.52
1.23 2.12 -4.68